The following is a DFT calculation (ωB97M-V/def2-TZVPD) of a structure of composition C17H31N2O2P2Pd.

```
55
Properties=species:S:1:pos:R:3:forces:R:3:mulliken_spin:R:1
Pd -0.0544 0.2734 -0.1442 0.0 -0.5 0.0 0.525
P 1.9480 -0.8181 0.0344 -0.5 0.9 0.2 0.149
C 2.2816 -1.0438 -1.7419 0.6 0.1 0.0 0.015
C 1.0429 -1.5641 -2.4350 -0.2 -0.1 -0.5 -0.030
N -0.1189 -1.1008 -1.9667 -0.2 -0.1 -0.5 0.103
C -1.2889 -1.4517 -2.5095 0.2 -0.5 -0.4 -0.020
C -1.3367 -2.3469 -3.5848 0.0 0.4 0.2 0.004
C -0.1373 -2.8093 -4.1130 -0.2 -0.1 0.1 -0.004
C 1.0641 -2.4228 -3.5335 0.2 0.1 0.3 0.002
C -2.5452 -0.8580 -1.9109 -0.6 0.1 0.1 0.006
P -2.1406 0.6185 -0.9216 0.9 0.0 0.8 0.123
H 2.0191 -2.7727 -3.9068 -0.1 0.0 -0.1 0.000
H -2.3024 -2.6389 -3.9950 0.3 0.0 0.0 0.000
H -0.1457 -3.4741 -4.9709 0.0 0.0 0.1 -0.001
H -3.2616 -0.5686 -2.6892 0.1 -0.3 0.0 0.005
H -3.0537 -1.5735 -1.2472 0.2 0.0 -0.2 0.001
H 2.5011 -0.0020 -2.0991 -0.1 -0.9 0.1 0.001
H 3.1511 -1.6981 -1.8680 -0.1 0.2 -0.5 0.007
H 0.5755 3.2797 -1.6504 1.1 -1.3 -0.8 0.000
O 1.1829 2.5403 -1.9874 -0.5 1.2 0.1 0.000
H 1.8757 3.0124 -2.4804 -0.3 -0.2 0.2 0.000
H -1.1433 4.1221 -0.4015 0.6 0.6 -0.6 -0.001
O -0.4759 4.4500 -1.0450 -1.0 0.6 0.6 0.003
H -0.6033 5.4133 -1.1279 0.0 -0.6 0.0 0.000
C -2.1902 1.9538 -2.1114 -0.7 0.4 -0.2 0.000
H -3.1646 1.9759 -2.6033 0.1 0.2 -0.3 0.003
H -2.0026 2.9118 -1.6252 -0.2 -0.2 -0.2 -0.001
H -1.3782 1.8245 -2.8315 -0.1 -0.1 0.0 0.000
C -3.3698 0.8552 0.3776 -1.0 0.2 -0.4 -0.013
H -3.0537 1.7029 1.0035 -0.1 -0.3 -0.2 0.001
H -4.3575 1.0588 -0.0635 0.0 0.0 0.5 0.005
H -3.4160 -0.0411 1.0152 0.0 0.3 -0.3 -0.002
C 1.9667 -2.4245 0.8482 0.6 -0.3 0.0 0.005
H 2.9627 -2.8733 0.7131 -0.3 -0.2 0.3 0.004
H 1.7466 -2.2828 1.9172 0.2 -0.1 -0.4 -0.001
H 1.1877 -3.0671 0.4166 0.3 0.1 0.1 0.002
C 3.3258 0.1480 0.7014 0.6 -0.5 0.0 -0.009
H 3.0714 0.4598 1.7271 0.2 -0.2 -0.3 0.003
H 4.2301 -0.4876 0.7022 -0.1 0.6 0.1 0.005
H 3.4704 1.0491 0.0823 0.0 -0.4 0.2 -0.001
C -0.7486 -0.8759 3.1220 -0.3 -0.3 -0.2 0.005
C -0.2685 0.5116 2.9911 0.5 1.3 -1.3 0.336
C -0.0963 1.4608 4.0303 0.7 1.9 0.6 0.146
C 0.4430 2.6163 3.4491 -0.6 -0.8 1.9 0.094
C 0.6087 2.3497 2.0735 -0.9 -1.6 0.4 0.321
C 1.2061 3.2123 1.0615 0.4 0.0 -0.5 0.025
N 0.1127 1.0991 1.8147 0.2 0.1 0.5 0.071
H -0.9943 -1.2741 2.1262 0.1 0.0 0.3 0.001
H -1.6350 -0.9289 3.7747 0.3 0.1 -0.2 0.018
H 0.0174 -1.5114 3.5984 -0.2 0.2 -0.2 0.036
H -0.3319 1.2693 5.0746 0.1 0.2 -0.2 -0.004
H 0.7020 3.5673 3.9012 0.0 -0.3 0.2 -0.002
H 0.5496 4.0455 0.7954 0.2 -0.1 0.2 0.044
H 2.1496 3.6658 1.3889 -0.2 -0.2 0.1 0.021
H 1.3811 2.6274 0.1538 0.0 0.2 0.1 -0.001
```
Forces are in eV/Å.

Computed properties:
**E**: -1736.75340 Eh
**HOMO level (alpha / beta)**: -8.11 / -10.37 eV
**Strongest force on any atom**: 2.1 eV/A
**Total charge**: +1
**2S+1**: 3
**Expectation value of S²**: 2.01
**Orbital gap (alpha / beta)**: 5.97 / 5.95 eV
**Energy above the lowest of the compared OMol25 structures with the same formula, charge and spin**: 0.000 eV

---

The following is a DFT calculation (ωB97M-V/def2-TZVPD) of a structure of composition C17H31N2O4RuSe.

```
56
Properties=species:S:1:pos:R:3:forces:R:3:mulliken_spin:R:1
Ru 0.6795 0.0430 0.9367 0.6 -0.8 1.0 0.414
C 3.7733 1.0585 -0.1380 0.1 -0.1 0.0 -0.002
O 2.4700 1.3749 0.3663 -0.5 0.0 0.0 -0.007
C 2.4487 2.3208 1.4471 0.1 0.1 0.0 0.004
C 2.6188 1.6142 2.7620 0.2 0.0 0.0 -0.005
O 1.5100 0.6910 2.8825 -0.5 0.1 -0.8 -0.006
C 1.7739 -0.4656 3.6912 0.0 -0.2 0.2 0.002
C 2.6199 -1.4564 2.9297 0.1 0.0 0.1 0.000
O 2.0874 -1.5459 1.6057 -0.3 0.3 -0.3 -0.010
C 2.7399 -2.5328 0.7938 0.0 0.0 -0.1 0.000
H 4.2917 1.9789 -0.4058 0.0 0.0 0.0 0.000
H 3.6337 0.4498 -1.0271 0.0 0.0 0.0 0.002
H 4.3632 0.5064 0.5965 0.0 0.0 0.0 0.001
H 1.4629 2.7808 1.4182 0.0 0.1 0.0 0.000
H 3.2062 3.0939 1.3060 0.1 -0.1 0.0 0.001
H 2.5901 2.3292 3.5858 -0.1 -0.1 0.1 0.000
H 3.5590 1.0612 2.8083 0.0 0.0 0.0 0.000
H 0.7984 -0.8815 3.9365 0.0 0.0 0.0 -0.001
H 2.2665 -0.1750 4.6205 0.0 0.1 0.0 0.000
H 2.5741 -2.4294 3.4260 0.0 0.0 -0.1 -0.001
H 3.6705 -1.1564 2.8699 0.0 0.0 0.0 0.001
H 2.5327 -3.5298 1.1824 0.0 0.0 0.0 0.000
H 3.8162 -2.3542 0.7842 0.0 0.0 0.0 0.001
H 2.3463 -2.4414 -0.2152 0.1 0.0 0.1 -0.001
C -0.6939 3.9417 -2.5414 0.0 0.0 0.0 0.000
N -0.5139 3.3917 -1.2036 0.1 0.0 0.0 0.002
C -0.3506 2.1035 -0.9222 -0.3 0.1 -0.2 0.002
N -0.3183 1.2202 -1.9332 0.2 0.0 0.1 0.002
O -0.2675 1.7545 0.2989 0.0 -0.4 0.4 0.002
H -0.8876 5.0055 -2.4511 0.0 0.0 0.0 0.000
H -1.5512 3.4843 -3.0370 0.0 0.0 0.0 0.000
H 0.2013 3.8076 -3.1505 0.0 0.0 0.0 0.000
H -0.5023 4.0141 -0.4118 0.0 0.0 0.0 0.000
H -0.3629 1.5111 -2.8948 0.0 0.0 0.0 0.000
H -0.3432 0.2336 -1.7426 -0.2 -0.1 0.0 -0.002
C -4.5226 -1.5828 -3.3805 0.0 -0.1 0.0 0.000
C -3.5978 -1.4858 -2.2083 0.1 0.0 0.0 0.014
C -3.7922 -0.5301 -1.2149 0.0 0.0 -0.1 0.003
C -2.9918 -0.4602 -0.0866 0.2 -0.2 0.1 -0.003
C -3.3267 0.5305 0.9919 0.0 -0.1 0.0 0.015
C -1.9372 -1.4014 0.0305 -0.3 0.0 -0.7 0.050
Se -0.9850 -1.5280 1.6454 0.7 1.0 0.1 0.545
C -1.6949 -2.3634 -0.9875 0.1 0.2 0.3 -0.049
C -0.5523 -3.3376 -0.8914 -0.1 -0.1 0.1 0.049
C -2.5272 -2.3783 -2.0847 -0.2 0.1 -0.2 0.005
H -5.1626 -0.7085 -3.4711 0.0 0.0 0.0 0.000
H -5.1657 -2.4589 -3.2643 0.0 0.0 0.0 0.002
H -3.9684 -1.7242 -4.3084 0.0 0.0 0.0 0.001
H -4.6195 0.1631 -1.3100 0.0 0.0 0.0 0.001
H -4.0303 1.2714 0.6179 0.0 0.0 0.0 0.000
H -2.4443 1.0436 1.3628 0.1 0.1 0.0 -0.009
H -3.7988 0.0296 1.8402 0.0 0.0 0.0 0.001
H 0.4061 -2.8213 -0.8034 -0.1 0.0 -0.1 -0.019
H -0.5158 -3.9773 -1.7699 0.0 0.0 0.0 0.001
H -0.6564 -3.9769 -0.0111 0.0 0.0 0.0 -0.003
H -2.3594 -3.1056 -2.8704 0.0 0.0 0.0 0.001
```
Forces are in eV/Å.

Computed properties:
**E**: -3572.58137 Eh
**HOMO level (alpha / beta)**: -14.26 / -14.25 eV
**Strongest force on any atom**: 1.4 eV/A
**Total charge**: +2
**2S+1**: 2
**Expectation value of S²**: 0.80
**Orbital gap (alpha / beta)**: 6.69 / 6.06 eV

---

The following is a DFT calculation (ωB97M-V/def2-TZVPD) of a cluster of 4 separate species, C17H31N3O4S in total.

```
56
Properties=species:S:1:pos:R:3:forces:R:3:nbo_charge:R:1
C -3.0652 0.3073 -0.5331 -2.2 -0.6 0.9 -0.127
C -2.2989 -0.9145 -0.9357 0.5 -0.2 1.3 -0.106
O -1.5039 -1.2017 0.2306 -1.8 2.0 1.8 -0.526
C -1.8614 -0.3672 1.3049 0.7 -0.9 2.3 0.997
O -1.3313 -0.2739 2.4391 -2.4 -0.8 -4.5 -0.589
O -2.9387 0.3102 0.9537 0.0 1.6 -1.5 -0.477
H -4.1436 0.1823 -0.6313 0.0 -0.1 -0.3 0.207
H -2.8200 1.1772 -1.1424 0.4 0.3 1.3 0.216
H -1.5636 -0.6755 -1.7040 -0.3 -0.6 -0.4 0.209
H -2.9485 -1.7839 -1.0379 0.2 0.0 -0.8 0.216
C 4.3900 -0.1711 1.2099 1.2 0.7 1.2 -0.611
C 3.8582 -1.1683 2.2450 0.4 0.7 -0.8 -0.408
C 4.0513 -0.6703 3.7301 0.2 -2.2 -1.5 -0.536
C 3.0457 0.2839 4.0228 -2.9 3.9 1.8 0.294
N 2.1875 1.0633 4.2397 3.0 -2.4 0.1 -0.327
H 5.1286 0.3569 1.8130 0.5 0.6 -0.7 0.194
H 3.6590 0.5640 0.8734 0.3 -0.2 -0.2 0.209
H 4.9132 -0.6798 0.4001 -0.3 0.2 -0.1 0.220
H 4.4729 -2.0403 2.0215 -0.7 -0.5 0.7 0.222
H 2.8349 -1.2054 1.8713 0.1 -1.2 1.3 0.230
H 5.0914 -0.3794 3.8775 -0.2 0.6 0.0 0.252
H 3.8996 -1.4973 4.4237 -0.1 -0.2 0.0 0.257
C -3.8453 1.8339 -4.2001 0.1 0.5 -0.1 -0.613
C -2.7093 2.7745 -4.6349 -0.4 -0.6 -0.4 -0.374
C -1.3525 2.3474 -4.0334 -1.0 0.6 0.3 -0.503
C -1.3647 2.5997 -2.5610 -1.6 2.1 -0.1 0.295
N -1.3341 2.7598 -1.3910 -7.0 4.3 -8.0 -0.366
H -3.9179 1.6947 -3.1215 0.1 0.1 0.0 0.199
H -3.6754 0.8715 -4.6828 0.0 -0.2 0.2 0.205
H -4.8082 2.2008 -4.5556 0.0 0.0 0.1 0.225
H -2.8873 3.8445 -4.5279 -0.1 -0.1 0.5 0.215
H -2.6604 2.6285 -5.7139 0.4 0.1 -0.2 0.207
H -0.6104 2.9564 -4.5497 0.5 -0.3 0.4 0.261
H -1.2478 1.2900 -4.2761 0.5 -0.1 0.2 0.241
C 0.2667 -2.7298 -0.3989 0.1 0.0 0.3 -0.620
C 0.6797 -1.9236 0.8438 -0.6 -2.4 2.6 -0.370
C 0.3971 -2.6079 2.2358 -0.3 -0.8 -0.7 -0.553
C -1.0040 -2.9884 2.4015 -4.2 -1.2 0.6 0.334
N -2.1415 -3.3248 2.4940 4.3 1.2 -0.4 -0.396
H 0.2336 -2.0257 -1.2302 0.7 -0.5 -0.1 0.234
H -0.7716 -3.0613 -0.4064 0.3 -0.8 0.7 0.206
H 0.9633 -3.5559 -0.5423 -0.1 0.0 -0.4 0.200
H 0.1294 -0.9849 0.9062 1.4 -2.0 0.1 0.251
H 1.7616 -1.8120 0.9158 -0.5 0.0 -0.6 0.193
H 0.7233 -1.9339 3.0279 -0.2 0.0 0.1 0.244
H 0.9454 -3.5449 2.3333 0.3 -0.1 0.0 0.234
C -0.2098 1.8790 -0.3672 4.5 -3.8 3.3 -0.758
S 1.3625 0.9693 -0.0017 -0.4 1.1 0.8 1.156
O 1.0686 -0.4031 -0.5363 1.3 3.1 -2.9 -1.019
C 1.0794 0.8747 1.8417 1.8 -0.9 -2.0 -0.822
H -0.3387 1.7670 -1.4438 3.3 -1.9 2.1 0.280
H -0.2525 2.8751 0.0735 1.1 -0.7 0.5 0.251
H -0.8955 1.1540 0.0713 -0.1 0.8 0.1 0.209
H 0.4451 -0.0055 1.9462 0.0 1.5 0.8 0.271
H 0.8463 1.8456 2.2790 -0.2 -0.4 -0.1 0.252
H 2.0678 0.5190 2.1327 -0.6 0.7 0.0 0.210
```
Forces are in eV/Å.

Computed properties:
**E**: -1529.34507 Eh
**HOMO level**: -8.06 eV
**Strongest force on any atom**: 11.4 eV/A
**2S+1**: 1
**Orbital gap**: 8.37 eV
**Energy above the lowest of the compared OMol25 structures with the same formula, charge and spin**: 9.484 eV

---

The following is a DFT calculation (ωB97M-V/def2-TZVPD) of a cluster of 2 separate species, C17H31N3O5S in total.

```
57
Properties=species:S:1:pos:R:3:forces:R:3:nbo_charge:R:1
C 2.9860 2.2481 5.6177 0.1 -0.3 -0.4 -0.416
N 3.5893 1.1088 4.9266 -0.5 0.8 1.2 -0.609
C 4.1419 1.0832 3.7099 0.6 -1.0 -1.0 0.668
O 4.6190 0.0317 3.2985 0.0 0.4 -0.3 -0.638
C 4.1964 2.3705 2.8526 0.3 0.1 -0.2 -0.134
C 2.8616 2.6722 2.1424 0.0 -0.4 0.1 -0.401
C 2.3534 1.5472 1.2299 0.1 0.3 -0.2 -0.540
S 1.3736 0.2734 2.0712 0.1 -0.2 0.2 0.173
C 2.0423 -1.2070 1.2658 0.2 0.2 0.0 -0.738
N 5.2717 2.3377 1.8476 -2.2 -0.1 0.8 -0.606
C 6.5831 2.4252 2.0616 1.9 0.2 -0.1 0.686
C 7.1142 2.6022 3.4710 -0.3 -0.2 -0.2 -0.718
O 7.3613 2.3935 1.1216 0.0 -0.1 -0.2 -0.627
H 2.8123 1.9888 6.6635 0.1 0.0 -0.2 0.220
H 2.0273 2.4992 5.1605 0.0 0.1 0.1 0.195
H 3.6467 3.1157 5.5842 -0.1 0.0 0.1 0.198
H 3.5910 0.2182 5.4018 0.0 0.0 -0.2 0.411
H 4.3987 3.2061 3.5207 0.0 0.1 0.1 0.212
H 3.0007 3.5667 1.5333 0.1 0.1 0.1 0.223
H 2.0933 2.9007 2.8810 0.0 0.1 0.1 0.217
H 1.7232 1.9909 0.4585 0.1 0.0 -0.1 0.219
H 3.2020 1.0780 0.7313 -0.1 -0.2 0.0 0.221
H 3.1108 -1.2830 1.4717 0.0 0.0 0.1 0.239
H 1.5393 -2.0909 1.6584 -0.1 0.2 0.0 0.236
H 1.8806 -1.1482 0.1895 -0.1 -0.1 0.0 0.210
H 5.0143 2.1656 0.8895 0.1 0.0 0.0 0.405
H 6.8057 1.7581 4.0831 -0.1 0.0 0.2 0.233
H 8.2023 2.6319 3.4327 -0.2 0.0 -0.1 0.249
H 6.7408 3.5336 3.8894 -0.1 0.1 0.2 0.216
C -1.0283 1.0875 -0.7570 -0.1 -0.4 -0.2 -0.625
C -2.4551 0.5959 -0.5565 0.3 0.8 0.3 -0.075
O -2.6008 -0.6617 -1.2312 -1.4 -1.1 0.1 -0.496
C -3.8641 -1.1922 -1.2255 -1.5 2.9 0.0 0.719
O -4.8721 -0.5967 -0.8334 2.3 -1.1 -0.4 -0.562
C -4.0373 -2.5368 -1.8565 0.6 -3.6 -1.6 0.586
O -3.9853 -3.5455 -1.1490 -0.1 1.4 -0.1 -0.590
N -4.2240 -2.6922 -3.2411 0.6 1.5 1.7 -0.428
C -4.4498 -4.0043 -3.8602 -0.5 0.0 0.2 -0.222
C -5.8439 -4.0223 -4.4955 0.1 0.2 -0.3 -0.405
C -6.0289 -2.8447 -5.4637 -0.1 0.0 0.3 -0.399
C -5.7198 -1.5135 -4.7661 0.0 -0.1 -0.3 -0.408
C -4.3210 -1.5421 -4.1475 -0.5 -0.2 -0.1 -0.215
H -0.3188 0.3487 -0.3749 0.0 0.2 0.0 0.221
H -0.8280 1.2493 -1.8201 0.0 0.0 0.1 0.209
H -0.8747 2.0301 -0.2239 -0.1 -0.1 0.0 0.215
H -3.1540 1.3395 -0.9568 -0.1 -0.3 0.0 0.190
H -2.6588 0.4769 0.5139 -0.1 -0.1 -0.2 0.193
H -4.3747 -4.8281 -3.1428 0.2 0.6 0.2 0.248
H -3.6879 -4.1813 -4.6265 0.1 0.2 0.0 0.190
H -5.9919 -4.9659 -5.0297 0.0 0.0 0.1 0.212
H -6.5984 -3.9649 -3.7041 0.1 0.0 0.0 0.207
H -5.3595 -2.9703 -6.3209 0.0 0.0 0.0 0.193
H -7.0565 -2.8348 -5.8408 0.1 0.0 0.0 0.213
H -5.7873 -0.6938 -5.4881 0.0 0.0 0.1 0.210
H -6.4607 -1.3293 -3.9809 0.1 0.0 0.0 0.209
H -4.1334 -0.5869 -3.6497 0.1 -0.3 0.3 0.216
H -3.5680 -1.6392 -4.9370 0.0 -0.1 0.0 0.190
```
Forces are in eV/Å.

Computed properties:
**E**: -1605.06456 Eh
**HOMO level**: -8.73 eV
**Structure (SMILES)**: CNC(=O)[C@H](CCSC)NC(C)=O.CCOC(=O)C(=O)N1CCCCC1
**Strongest force on any atom**: 4.0 eV/A
**2S+1**: 1
**Orbital gap**: 9.16 eV
**Energy above the lowest of the compared OMol25 structures with the same formula, charge and spin**: 0.000 eV